1.
# C4H8N2O2

C4H8N2O2 in the gas phase in a non-equilibrium geometry (ωB97M-V/def2-TZVPD, the Open Molecules 2025 dataset).

Calculated values
* HOMO-LUMO gap: 10.33 eV
* electronic energy: -417.109522 a.u.
* HOMO level: -9.5 eV
* SMILES string: [H]/N=C(OC)/C(=N/[H])OC
* energy above the lowest of the compared OMol25 structures with the same formula, charge and spin: 91.89 kcal per mole

Last column: natural (NBO) charge in e.
Atoms and positions in Å:
H -2.015 -1.192 -1.805  0.36
N -1.164 -1.395 -1.263  -0.72
C -0.897 -0.746 -0.231  0.57
O -1.404 0.182 0.582  -0.50
C -2.635 0.779 0.279  -0.27
C 0.768 -0.812 0.265  0.55
N 1.219 -1.503 1.185  -0.72
H 2.270 -1.460 1.410  0.36
O 1.280 0.187 -0.504  -0.52
C 2.645 0.594 -0.201  -0.28
H -3.432 0.051 0.173  0.19
H -2.415 1.447 -0.596  0.19
H -2.796 1.364 1.250  0.21
H 3.385 -0.334 -0.001  0.18
H 2.655 1.314 0.645  0.20
H 2.948 1.088 -1.199  0.21

2.
# CH5BS

CH5BS in the gas phase in a non-equilibrium geometry (ωB97M-V/def2-TZVPD, the Open Molecules 2025 dataset).

Calculated values
* HOMO-LUMO gap: 10.14 eV
* electronic energy: -464.081193 a.u.
* HOMO level: -9.8 eV
* SMILES string: CBS
* energy above the lowest of the compared OMol25 structures with the same formula, charge and spin: 33.52 kcal per mole

Last column: natural (NBO) charge in e.
Atoms and positions in Å:
C -0.697 0.991 -0.788  -0.82
B 0.550 -0.191 0.205  0.26
S 0.220 -1.970 0.376  -0.19
H -1.466 0.326 -0.852  0.21
H -0.092 1.159 -1.674  0.23
H -0.644 1.690 0.057  0.23
H 1.312 0.200 1.106  -0.07
H 0.818 -2.204 1.570  0.15

3.
# C3H11N2O

2 unconnected molecules or ions with the total composition C3H11N2O in a non-equilibrium geometry (ωB97M-V/def2-TZVPD, the Open Molecules 2025 dataset).

Calculated values
* HOMO-LUMO gap: 9.19 eV
* charge: +1
* electronic energy: -305.379408 a.u.
* HOMO level: -12.3 eV
* energy above the lowest of the compared OMol25 structures with the same formula, charge and spin: 46.01 kcal per mole

Last column: natural (NBO) charge in e.
Atoms and positions in Å:
C -0.209 -1.517 1.338  -0.66
C -0.021 -0.285 0.544  -0.03
C -0.542 0.921 0.874  0.03
N -1.187 1.286 2.012  -0.77
N 0.967 -0.170 -0.593  -0.69
H 0.028 -2.438 0.760  0.24
H -1.282 -1.398 1.623  0.24
H 0.480 -1.564 2.204  0.24
H -0.406 1.874 0.378  0.21
H -1.517 0.458 2.554  0.40
H -1.621 2.193 2.149  0.42
H 1.557 -0.946 -0.810  0.44
H 1.579 0.616 -0.488  0.43
H 0.359 0.054 -1.436  0.49
H 1.218 0.731 -3.823  0.49
H -0.020 -0.099 -3.945  0.50
O 0.617 0.286 -3.342  -0.96

4.
# C17H19NO3S

C17H19NO3S in the gas phase (ωB97M-V/def2-TZVPD, the Open Molecules 2025 dataset).

Calculated values
* HOMO-LUMO gap: 9.08 eV
* electronic energy: -1337.911210 a.u.
* HOMO level: -8.6 eV
* SMILES string: CCc1c(C(=O)Nc2cc(C(=O)OC)ccc2C)csc1C
* energy above the lowest of the compared OMol25 structures with the same formula, charge and spin: 0.00 kcal per mole

Last column: natural (NBO) charge in e.
Atoms and positions in Å:
C 2.146 3.806 -0.127  -0.60
C 0.686 3.693 -0.571  -0.42
C 0.575 2.894 -1.831  -0.03
C 0.424 1.472 -1.872  -0.18
C 0.365 0.611 -0.662  0.68
O 0.989 0.845 0.348  -0.59
N -0.474 -0.460 -0.831  -0.63
C -0.762 -1.503 0.050  0.22
C -0.109 -1.641 1.269  -0.20
C -0.418 -2.698 2.118  -0.17
C 0.313 -2.800 3.403  0.78
O 1.189 -2.053 3.759  -0.59
O -0.110 -3.836 4.152  -0.51
C 0.546 -3.997 5.399  -0.26
C -1.386 -3.627 1.750  -0.17
C -2.032 -3.486 0.537  -0.21
C -1.741 -2.439 -0.327  -0.04
C -2.469 -2.325 -1.636  -0.65
C 0.375 0.992 -3.149  -0.40
S 0.512 2.235 -4.320  0.45
C 0.626 3.443 -3.079  -0.17
C 0.759 4.878 -3.451  -0.65
H 2.759 4.237 -0.916  0.19
H 2.220 4.435 0.756  0.21
H 2.527 2.819 0.118  0.23
H 0.271 4.690 -0.734  0.20
H 0.119 3.203 0.220  0.23
H -0.976 -0.492 -1.706  0.41
H 0.642 -0.929 1.570  0.27
H 0.086 -4.857 5.877  0.19
H 0.420 -3.102 6.013  0.19
H 1.615 -4.167 5.247  0.19
H -1.625 -4.446 2.408  0.23
H -2.783 -4.206 0.249  0.21
H -1.778 -2.404 -2.477  0.21
H -3.000 -1.376 -1.709  0.22
H -3.198 -3.126 -1.728  0.23
H 0.320 -0.027 -3.483  0.23
H 0.706 4.995 -4.531  0.22
H -0.038 5.468 -2.997  0.23
H 1.711 5.279 -3.105  0.23